{"formula": "C4H7NO2S", "method": "ωB97M-V with the def2-TZVPD basis set", "elements": ["C", "S", "C", "N", "C", "C", "O", "O", "H", "H", "H", "H", "H", "H", "H"], "positions_angstrom": [[1.08695, -1.79514, 0.69737], [1.35698, -0.56680, -0.72665], [0.50685, 0.91174, -0.17777], [1.31565, 1.98917, -0.18670], [-0.83660, 1.03680, -0.00011], [-1.87885, 0.04904, -0.25825], [-3.03367, 0.24445, 0.10186], [-1.49750, -1.07715, -0.93057], [0.08062, -2.16437, 0.66769], [1.32426, -1.31208, 1.66619], [1.80271, -2.57595, 0.41082], [0.95427, 2.89112, 0.04600], [2.26618, 1.90753, -0.50811], [-1.13553, 2.06316, 0.25110], [-2.31234, -1.60151, -1.05287]], "forces_ev_per_a": [[0.82, 1.28, -0.82], [-0.03, -0.46, 1.23], [-0.75, -0.80, -1.12], [0.73, 0.13, 0.25], [0.85, 0.18, 0.00], [-0.81, 0.61, 0.81], [0.93, -0.58, -0.69], [-0.71, 0.19, 0.25], [-0.40, -0.12, -0.03], [-0.02, -0.40, -0.69], [-0.21, 0.13, 0.44], [-0.09, 0.29, -0.12], [-0.11, -0.03, 0.29], [-0.45, -0.70, 0.06], [0.27, 0.28, 0.12]], "largest_force_ev_per_a": 1.728, "homo_lumo_gap_ev": 9.13, "de_lowest_kcal_mol": 25.93, "smiles": "CS/C(N)=C\\C(=O)O", "spin_multiplicity": 1}

---

{"formula": "C4H7NO2S", "method": "ωB97M-V with the def2-TZVPD basis set", "elements": ["C", "C", "C", "C", "N", "O", "O", "S", "H", "H", "H", "H", "H", "H", "H"], "positions_angstrom": [[4.42374, 1.63267, 0.34541], [3.86471, 0.82616, 1.08476], [-1.97993, -0.80321, -1.34231], [-2.37479, -0.24781, -0.20366], [-2.21018, -0.92855, 1.04397], [0.05483, 1.31422, -0.69518], [0.62252, -0.87796, 0.13895], [0.28217, -0.04907, -1.01540], [4.94587, 2.38010, -0.09854], [-2.11971, -0.12158, -2.14856], [-1.63003, -1.80689, -1.40216], [3.26003, 0.05013, 1.23592], [-2.65324, 0.80070, 0.01215], [-2.05879, -1.89995, 1.24649], [-2.42719, -0.26895, 1.79817]], "forces_ev_per_a": [[-2.11, -3.12, 3.24], [2.94, 4.13, -3.44], [-0.64, 1.17, -0.51], [0.51, -2.03, 4.24], [-1.12, 3.32, -1.07], [-0.11, 1.70, -0.02], [-0.14, 0.23, -1.00], [1.08, -1.58, 1.18], [1.19, 1.68, -1.09], [0.03, -0.34, -1.18], [-0.07, -0.50, -0.29], [-2.06, -2.70, 1.27], [0.12, -0.74, -0.83], [0.05, 0.06, -0.42], [0.33, -1.27, -0.09]], "largest_force_ev_per_a": 6.120, "homo_lumo_gap_ev": [8.82, 8.82], "de_lowest_kcal_mol": 118.01, "spin_multiplicity": 1}